DFT (ωB97M-V/def2-TZVPD) results for a structure of composition C6H14ClIO3PTi.

Results
DFT total energy: -65603.10265 eV
⟨S²⟩: 0.759
2S+1: 2
Charge: +2
Frontier orbital gap (alpha / beta): 5.87 / 6.04 eV
E_HOMO (alpha / beta): -0.580 / -0.587 Ha
Strongest force on any atom: 7.21 eV/Å

Positions of all 27 atoms, in Å:
C: -2.85772 1.83730 -2.62812
C: -2.26137 0.68957 -2.00361
H: -3.71019 1.50632 -3.24245
H: -2.10373 2.30649 -3.26936
H: -3.20128 2.55564 -1.87196
O: -2.28014 -0.45229 -1.75038
I: -2.43669 2.21262 2.79857
Ti: -0.55820 0.98828 1.51958
P: 1.05007 -0.55507 0.32095
C: 1.15390 -2.36682 0.56537
C: 0.82603 -0.46610 -1.47393
H: 3.00511 0.86466 0.70506
H: 3.28426 -0.37468 -0.54868
H: 3.27851 -0.86165 1.17061
C: 2.82842 -0.18110 0.43314
H: 0.74613 0.58555 -1.75113
H: 1.68794 -0.89234 -1.99321
H: 1.46990 -2.85283 -0.37562
H: 0.17490 -2.76066 0.87165
H: -0.06534 -1.01626 -1.76692
H: 1.89112 -2.59114 1.35185
C: -1.59634 -0.56044 0.90868
O: -2.22039 -1.54877 0.74183
Cl: 0.50834 2.60025 0.35034
O: 0.44369 0.52773 3.27440
H: 0.31580 1.15307 4.00747
H: 0.62728 -0.34733 3.65587


DFT (ωB97M-V/def2-TZVPD) results for an isolated molecule of C2F6N2O.

Results
DFT total energy: -23403.66909 eV
Frontier orbital gap: 10.83 eV
SMILES: [O-]/[N+](=N\C(F)(F)F)C(F)(F)F
E_HOMO: -0.428 Ha
Strongest force on any atom: 2.84 eV/Å

Positions of all 11 atoms, in Å:
C: 1.85265 0.16796 0.05347
C: -1.78538 0.18562 0.01191
N: 0.44471 0.29137 -0.09892
N: -0.48533 -0.53108 -0.19579
O: -0.47223 -1.72998 -0.18928
F: 2.42893 -0.54711 -0.97973
F: 2.35771 1.40423 0.04875
F: 2.06290 -0.45188 1.17377
F: -2.08854 0.97212 -1.02360
F: -1.61015 0.97256 1.05921
F: -2.70528 -0.73382 0.14021


Q: Which of these has the lowest strongest force on any atom?
A: C2F6N2O


Repeat the first record exactly.
DFT (ωB97M-V/def2-TZVPD) results for a structure of composition C6H14ClIO3PTi.

Results
DFT total energy: -65603.10265 eV
⟨S²⟩: 0.759
2S+1: 2
Charge: +2
Frontier orbital gap (alpha / beta): 5.87 / 6.04 eV
E_HOMO (alpha / beta): -0.580 / -0.587 Ha
Strongest force on any atom: 7.21 eV/Å

Positions of all 27 atoms, in Å:
C: -2.85772 1.83730 -2.62812
C: -2.26137 0.68957 -2.00361
H: -3.71019 1.50632 -3.24245
H: -2.10373 2.30649 -3.26936
H: -3.20128 2.55564 -1.87196
O: -2.28014 -0.45229 -1.75038
I: -2.43669 2.21262 2.79857
Ti: -0.55820 0.98828 1.51958
P: 1.05007 -0.55507 0.32095
C: 1.15390 -2.36682 0.56537
C: 0.82603 -0.46610 -1.47393
H: 3.00511 0.86466 0.70506
H: 3.28426 -0.37468 -0.54868
H: 3.27851 -0.86165 1.17061
C: 2.82842 -0.18110 0.43314
H: 0.74613 0.58555 -1.75113
H: 1.68794 -0.89234 -1.99321
H: 1.46990 -2.85283 -0.37562
H: 0.17490 -2.76066 0.87165
H: -0.06534 -1.01626 -1.76692
H: 1.89112 -2.59114 1.35185
C: -1.59634 -0.56044 0.90868
O: -2.22039 -1.54877 0.74183
Cl: 0.50834 2.60025 0.35034
O: 0.44369 0.52773 3.27440
H: 0.31580 1.15307 4.00747
H: 0.62728 -0.34733 3.65587


Repeat the first record exactly.
DFT (ωB97M-V/def2-TZVPD) results for a structure of composition C6H14ClIO3PTi.

Results
DFT total energy: -65603.10265 eV
⟨S²⟩: 0.759
2S+1: 2
Charge: +2
Frontier orbital gap (alpha / beta): 5.87 / 6.04 eV
E_HOMO (alpha / beta): -0.580 / -0.587 Ha
Strongest force on any atom: 7.21 eV/Å

Positions of all 27 atoms, in Å:
C: -2.85772 1.83730 -2.62812
C: -2.26137 0.68957 -2.00361
H: -3.71019 1.50632 -3.24245
H: -2.10373 2.30649 -3.26936
H: -3.20128 2.55564 -1.87196
O: -2.28014 -0.45229 -1.75038
I: -2.43669 2.21262 2.79857
Ti: -0.55820 0.98828 1.51958
P: 1.05007 -0.55507 0.32095
C: 1.15390 -2.36682 0.56537
C: 0.82603 -0.46610 -1.47393
H: 3.00511 0.86466 0.70506
H: 3.28426 -0.37468 -0.54868
H: 3.27851 -0.86165 1.17061
C: 2.82842 -0.18110 0.43314
H: 0.74613 0.58555 -1.75113
H: 1.68794 -0.89234 -1.99321
H: 1.46990 -2.85283 -0.37562
H: 0.17490 -2.76066 0.87165
H: -0.06534 -1.01626 -1.76692
H: 1.89112 -2.59114 1.35185
C: -1.59634 -0.56044 0.90868
O: -2.22039 -1.54877 0.74183
Cl: 0.50834 2.60025 0.35034
O: 0.44369 0.52773 3.27440
H: 0.31580 1.15307 4.00747
H: 0.62728 -0.34733 3.65587


Q: Which value of DFT total energy does entry 1 give?
A: -65603.10265 eV